(1)
Here is a 3-piece molecular cluster, C4H8O3 overall from the OMol25 dataset. Energies are from ωB97M-V/def2-TZVPD.

Last column: Mulliken charge in e.
Positions of all 15 atoms, in Å:
C  -2.249985  0.610227  -1.465259  -1.10
C  -0.132815  1.071600  0.519450  0.30
O  0.661609  1.104997  1.466262  -0.68
C  -0.076237  0.148324  -0.558098  -0.68
O  1.521779  -1.760306  0.285410  -0.53
C  2.415577  -1.666652  1.102840  0.16
O  2.623243  -0.646925  1.903098  -0.45
H  -2.638133  0.158431  -0.554937  0.32
H  -2.555089  0.033690  -2.340134  0.34
H  -2.562638  1.653540  -1.543174  0.36
H  -0.863566  1.895862  0.408816  0.32
H  1.902906  0.027928  1.737154  0.47
H  -1.107937  0.643079  -1.546772  0.45
H  -0.362233  -0.894604  -0.501672  0.37
H  3.165816  -2.455530  1.260148  0.35

Forces on the atoms, in the same order (eV/Å):
C -0.21 -0.04 0.12
C 0.10 -0.03 -0.01
O -0.12 -0.08 -0.18
C -0.21 0.12 0.10
O 0.36 0.03 0.36
C -0.13 -0.14 -0.20
O -0.11 0.00 -0.08
H 0.07 0.07 -0.15
H 0.09 0.07 0.12
H 0.09 -0.14 0.01
H 0.08 -0.10 -0.01
H -0.03 0.07 0.03
H 0.09 0.01 -0.02
H 0.01 0.13 -0.03
H -0.08 0.05 -0.06

Summary:
Electronic energy (hartree): -382.788148
Energy above the lowest of the compared OMol25 structures with the same formula, charge and spin (kcal/mol): 110.9

=====

(2)
Here is C4H8O3 as an isolated structure from the OMol25 dataset. Energies are from ωB97M-V/def2-TZVPD.

Last column: Mulliken charge in e.
Positions of all 15 atoms, in Å:
O  2.315035  0.257258  -0.421807  -0.53
C  1.307628  0.404708  0.546664  -0.56
C  -0.049394  -0.135827  0.068820  0.69
C  -1.290620  0.400932  0.791132  -0.70
O  -2.471267  -0.203892  0.343328  -0.51
C  -0.172957  -1.309344  -1.471234  -0.46
O  -0.216325  0.102705  -1.339142  -0.43
H  1.924250  0.575472  -1.252574  0.34
H  1.635346  -0.129460  1.445932  0.31
H  1.159557  1.465208  0.820650  0.32
H  -1.210069  0.201388  1.867204  0.33
H  -1.294726  1.495550  0.643124  0.35
H  -2.436766  -0.198765  -0.627019  0.35
H  -0.129936  -1.274602  0.181976  0.25
H  0.928002  -1.536977  -1.504093  0.24

Forces on the atoms, in the same order (eV/Å):
O -0.26 0.12 -0.19
C -0.24 -0.01 0.25
C -0.02 0.01 0.06
C 0.32 0.10 0.17
O 0.14 0.08 -0.30
C 0.21 0.34 -0.08
O -0.01 -0.25 0.00
H 0.21 -0.07 0.15
H -0.10 0.10 -0.17
H 0.05 -0.21 -0.10
H 0.03 0.05 -0.20
H -0.03 -0.22 0.00
H -0.10 -0.07 0.21
H 0.08 0.02 0.08
H -0.28 0.02 0.10

Summary:
Electronic energy (hartree): -382.750786
Energy above the lowest of the compared OMol25 structures with the same formula, charge and spin (kcal/mol): 134.3

=====

(3)
Here is one molecule with the formula C4H8O3 from the OMol25 dataset. Energies are from ωB97M-V/def2-TZVPD.

Last column: Mulliken charge in e.
Positions of all 15 atoms, in Å:
C  -1.743150  -1.755563  -0.440342  -0.64
O  -1.112901  -0.767872  0.371598  -0.31
C  -0.507552  0.231814  -0.272442  0.65
O  -0.626462  0.473355  -1.452562  -0.58
C  0.436518  0.983661  0.644452  0.22
C  1.840091  0.408321  0.435965  -1.20
O  0.384239  2.360846  0.371233  -0.55
H  -2.479044  -1.314601  -1.114086  0.30
H  -2.217389  -2.443199  0.258985  0.23
H  -0.978573  -2.270748  -1.026622  0.30
H  0.113702  0.834708  1.678068  0.29
H  1.867320  -0.668786  0.636894  0.36
H  2.545834  0.911122  1.101679  0.31
H  2.154194  0.574429  -0.600583  0.29
H  0.323173  2.442512  -0.592237  0.36

Forces on the atoms, in the same order (eV/Å):
C -0.13 -0.21 -0.16
O 0.17 0.06 0.06
C 0.06 0.05 -0.31
O -0.02 -0.12 0.51
C 0.01 -0.15 0.14
C 0.07 -0.03 -0.02
O 0.02 0.09 -0.24
H 0.07 0.00 0.10
H 0.03 0.06 -0.15
H -0.15 -0.01 0.00
H 0.04 0.07 -0.11
H -0.03 0.16 0.01
H -0.11 -0.06 -0.08
H -0.05 -0.02 0.15
H 0.01 0.09 0.09

Summary:
Electronic energy (hartree): -382.935191
Energy above the lowest of the compared OMol25 structures with the same formula, charge and spin (kcal/mol): 18.6

=====

(4)
Here is one molecule with the formula C4H8O3 from the OMol25 dataset. Energies are from ωB97M-V/def2-TZVPD.

Last column: Mulliken charge in e.
Positions of all 15 atoms, in Å:
C  1.883722  -0.794407  0.695820  -1.38
C  0.420792  -0.313804  0.480819  0.44
O  0.443317  1.030751  0.872992  -0.56
C  -0.168003  -0.402880  -0.969177  -0.41
O  -1.373221  0.368707  -1.316923  -0.32
C  -2.246127  1.069716  -0.596091  0.24
O  -2.157092  1.484249  0.539781  -0.57
H  2.615180  -0.290204  0.053572  0.34
H  2.065608  -1.875122  0.648189  0.38
H  2.156123  -0.497409  1.719172  0.34
H  -0.185544  -0.922308  1.171335  0.19
H  -0.483673  1.315585  0.803881  0.39
H  -0.428508  -1.427226  -1.285847  0.27
H  0.613772  -0.011480  -1.625577  0.27
H  -3.156346  1.265833  -1.191947  0.37

Forces on the atoms, in the same order (eV/Å):
C -0.03 -0.04 -0.10
C 0.16 -0.35 0.04
O -0.06 0.09 -0.10
C 0.83 -0.21 0.45
O -0.24 -0.07 0.18
C -0.05 0.01 0.38
O 0.16 -0.46 -0.63
H -0.35 -0.02 -0.15
H -0.37 0.17 -0.25
H -0.28 -0.03 -0.26
H -0.19 0.19 -0.15
H 0.05 0.42 0.45
H 0.22 0.38 0.31
H -0.28 0.01 -0.11
H 0.43 -0.10 -0.07

Summary:
Electronic energy (hartree): -382.909450
Energy above the lowest of the compared OMol25 structures with the same formula, charge and spin (kcal/mol): 34.7

=====

| no. | M (g mol⁻¹) | LUMO level (eV) |
| --- | --- | --- |
| 1 | 104.10 | -0.5 |
| 2 | 104.10 | 0.3 |
| 3 | 104.10 | 0.8 |
| 4 | 104.10 | 0.8 |